# C64H73FN10O20S

9 unconnected molecules or ions with the total composition C64H73FN10O20S at a distorted geometry (ωB97M-V/def2-TZVPD, OMol25).

HOMO-LUMO gap	8.7	eV
spin multiplicity	1
M	1353.403	Da
strongest force on any atom	3.63	eV Å⁻¹

Each line ends with the Mulliken charge.
CARTESIAN COORDINATES (ANGSTROEM)
C1 6.73 -2.37 1.12  -0.712
O1 5.74 -2.55 0.13  -0.382
C2 6.08 -3.43 -0.92  -0.258
C3 6.37 -2.73 -2.27  -0.814
C4 6.39 -1.20 -2.20  -0.722
C5 4.99 -0.63 -2.33  -0.487
C6 4.93 0.89 -2.13  -1.009
C7 3.73 1.33 -1.31  -0.697
C8 2.41 1.25 -2.07  -0.829
C9 1.27 1.94 -1.31  -0.121
C10 0.10 1.03 -0.96  -0.878
C11 -1.20 1.80 -0.77  -0.635
C12 -2.44 0.93 -0.98  -0.769
N1 -3.40 0.96 0.16  0.155
C13 -4.82 0.85 -0.26  -1.264
C14 -5.47 -0.53 -0.23  0.709
O2 -6.26 -0.86 0.68  -0.616
N2 -5.10 -1.38 -1.31  0.199
C15 -5.64 -0.84 -2.57  -1.082
C16 -5.62 -2.72 -1.10  -1.267
S1 -2.93 0.02 1.40  1.194
O3 -1.60 0.34 1.77  -0.596
O4 -3.99 -0.05 2.35  -0.600
F1 -2.86 -1.35 0.69  -0.218
H1 6.91 -1.30 1.23  0.267
H2 7.67 -2.83 0.87  0.390
H3 6.37 -2.74 2.07  0.234
H4 5.24 -4.09 -1.06  0.400
H5 6.92 -4.06 -0.64  0.029
H6 7.29 -3.11 -2.69  0.427
H7 5.57 -3.00 -2.95  0.329
H8 6.84 -0.87 -1.28  0.167
H9 7.02 -0.84 -3.00  0.512
H10 4.62 -0.90 -3.32  0.243
H11 4.37 -1.10 -1.57  0.387
H12 4.96 1.40 -3.08  0.455
H13 5.82 1.17 -1.57  0.443
H14 3.68 0.71 -0.42  0.307
H15 3.88 2.35 -0.98  0.417
H16 2.56 1.77 -3.01  0.344
H17 2.17 0.22 -2.30  0.524
H18 0.93 2.81 -1.85  -0.068
H19 1.69 2.32 -0.38  0.436
H20 -0.03 0.32 -1.77  0.505
H21 0.35 0.50 -0.05  0.170
H22 -1.19 2.63 -1.46  0.509
H23 -1.25 2.21 0.22  0.339
H24 -2.97 1.31 -1.84  0.367
H25 -2.14 -0.08 -1.22  0.387
H26 -4.88 1.23 -1.26  0.657
H27 -5.43 1.49 0.36  0.219
H28 -6.73 -0.94 -2.60  0.406
H29 -5.26 -1.43 -3.39  0.377
H30 -5.40 0.20 -2.71  0.342
H31 -6.70 -2.76 -1.15  0.432
H32 -5.27 -3.15 -0.17  0.341
H33 -5.25 -3.36 -1.90  0.474
O5 2.11 4.29 -2.72  -0.642
N3 1.33 5.17 -3.00  1.132
O6 0.34 5.03 -3.69  -0.647
C17 1.61 6.51 -2.45  0.212
C18 2.75 6.66 -1.69  -0.288
C19 3.04 7.91 -1.16  -0.528
C20 2.19 8.98 -1.40  -0.781
C21 1.04 8.80 -2.17  -0.444
C22 0.75 7.55 -2.70  -0.532
H34 3.41 5.83 -1.51  0.518
H35 3.93 8.04 -0.57  0.594
H36 2.42 9.95 -0.99  0.456
H37 0.38 9.63 -2.35  0.410
H38 -0.14 7.40 -3.29  0.490
O7 5.17 10.33 -2.89  -0.611
N4 5.32 9.63 -3.86  1.106
O8 5.92 8.57 -3.86  -0.620
C23 4.73 10.07 -5.13  0.147
C24 4.06 11.28 -5.17  -0.319
C25 3.52 11.71 -6.37  -0.476
C26 3.65 10.92 -7.51  -0.418
C27 4.32 9.70 -7.45  -0.427
C28 4.87 9.27 -6.25  -0.416
H39 3.97 11.88 -4.28  0.449
H40 3.00 12.65 -6.42  0.375
H41 3.23 11.26 -8.45  0.379
H42 4.42 9.09 -8.33  0.377
H43 5.39 8.33 -6.19  0.460
O9 10.68 -4.97 -0.20  -0.610
N5 9.79 -5.23 0.58  1.058
O10 9.25 -4.42 1.30  -0.611
C29 9.34 -6.63 0.66  0.118
C30 9.96 -7.58 -0.12  -0.435
C31 9.53 -8.89 -0.03  -0.408
C32 8.50 -9.23 0.84  -0.437
C33 7.88 -8.26 1.61  -0.470
C34 8.30 -6.94 1.53  -0.263
H44 10.76 -7.30 -0.79  0.448
H45 10.01 -9.65 -0.63  0.374
H46 8.17 -10.26 0.91  0.382
H47 7.08 -8.52 2.28  0.372
H48 7.83 -6.17 2.12  0.470
O11 -8.81 -9.00 -2.89  -0.618
N6 -9.68 -8.19 -3.10  1.043
O12 -10.55 -8.31 -3.94  -0.623
C35 -9.70 -6.97 -2.27  0.102
C36 -8.71 -6.79 -1.33  -0.328
C37 -8.71 -5.64 -0.56  -0.451
C38 -9.71 -4.69 -0.74  -0.781
C39 -10.70 -4.89 -1.69  -0.465
C40 -10.70 -6.04 -2.46  -0.426
H49 -7.93 -7.53 -1.18  0.516
H50 -7.94 -5.48 0.18  0.551
H51 -9.71 -3.79 -0.14  0.554
H52 -11.48 -4.16 -1.83  0.437
H53 -11.47 -6.21 -3.20  0.474
O13 -6.57 -8.16 1.11  -0.614
N7 -7.30 -7.87 2.03  1.093
O14 -7.28 -6.81 2.62  -0.630
C41 -8.28 -8.88 2.47  0.211
C42 -8.30 -10.10 1.82  -0.349
C43 -9.22 -11.05 2.24  -0.507
C44 -10.09 -10.77 3.28  -0.416
C45 -10.05 -9.53 3.91  -0.517
C46 -9.14 -8.57 3.50  -0.312
H54 -7.62 -10.31 1.01  0.458
H55 -9.25 -12.02 1.76  0.382
H56 -10.80 -11.51 3.61  0.390
H57 -10.74 -9.31 4.72  0.376
H58 -9.10 -7.61 3.98  0.443
O15 5.64 6.27 2.60  -0.606
N8 4.90 7.20 2.39  1.075
O16 3.90 7.14 1.70  -0.638
C47 5.23 8.49 3.02  0.078
C48 6.38 8.58 3.78  -0.461
C49 6.71 9.80 4.35  -0.444
C50 5.88 10.90 4.15  -0.436
C51 4.73 10.78 3.39  -0.476
C52 4.40 9.57 2.81  -0.272
H59 7.01 7.71 3.92  0.546
H60 7.60 9.89 4.94  0.384
H61 6.14 11.85 4.60  0.376
H62 4.09 11.64 3.24  0.375
H63 3.50 9.47 2.22  0.496
O17 9.75 4.02 3.46  -0.613
N9 8.85 3.76 4.22  1.081
O18 8.31 4.55 4.96  -0.619
C53 8.39 2.36 4.28  0.102
C54 9.02 1.41 3.50  -0.417
C55 8.61 0.09 3.59  -0.401
C56 7.58 -0.26 4.45  -0.517
C57 6.95 0.71 5.21  -0.379
C58 7.36 2.03 5.14  -0.417
H64 9.83 1.70 2.84  0.455
H65 9.10 -0.67 2.99  0.491
H66 7.27 -1.29 4.52  0.389
H67 6.14 0.44 5.88  0.385
H68 6.88 2.79 5.73  0.461
O19 -12.32 -6.32 1.80  -0.569
N10 -13.19 -5.50 1.60  1.069
O20 -14.06 -5.61 0.76  -0.619
C59 -13.18 -4.28 2.42  0.037
C60 -12.17 -4.11 3.35  -0.330
C61 -12.15 -2.95 4.10  -0.520
C62 -13.13 -1.98 3.92  -0.413
C63 -14.14 -2.18 2.99  -0.413
C64 -14.17 -3.33 2.23  -0.428
H69 -11.41 -4.87 3.47  0.588
H70 -11.36 -2.80 4.83  0.388
H71 -13.10 -1.08 4.51  0.380
H72 -14.90 -1.42 2.85  0.376
H73 -14.95 -3.49 1.49  0.457